No. 1
{
  "formula": "C5H7NO",
  "method": "ωB97M-V/def2-TZVPD",
  "symbols": ["C", "C", "C", "N", "C", "C", "O", "H", "H", "H", "H", "H", "H", "H"],
  "positions_angstrom": [[-1.622034, -1.113585, -0.011775], [-0.312107, -0.507440, 0.335685], [0.209527, 0.692534, -0.039788], [-0.542769, 1.828370, -0.403287], [1.630254, 0.511567, -0.100637], [1.858705, -0.761208, 0.313168], [0.701775, -1.390204, 0.595010], [-2.431768, -0.381859, 0.021576], [-1.535679, -1.458495, -1.050432], [-1.869544, -1.975164, 0.611542], [0.040002, 2.643142, -0.539102], [-1.238347, 2.051612, 0.298915], [2.357652, 1.204267, -0.499155], [2.754329, -1.343540, 0.468275]],
  "forces_ev_per_a": [[-0.1, 0.0, 0.0], [-0.1, 0.1, -0.3], [0.0, -0.3, 0.1], [0.1, 0.1, 0.0], [0.1, 0.0, 0.0], [0.2, 0.1, -0.1], [0.0, -0.1, -0.2], [0.1, -0.1, 0.1], [-0.2, -0.1, 0.1], [0.0, 0.2, 0.0], [0.0, -0.1, 0.0], [0.0, 0.0, -0.2], [0.0, 0.0, 0.3], [-0.1, 0.2, 0.0]],
  "smiles": "Cc1occc1N",
  "charge": 0,
  "lumo_energy_ev": 1.042
}

No. 2
{
  "formula": "C5H7NO",
  "method": "ωB97M-V/def2-TZVPD",
  "symbols": ["C", "C", "C", "N", "C", "O", "C", "H", "H", "H", "H", "H", "H", "H"],
  "positions_angstrom": [[1.704132, 0.854991, -0.466170], [0.552939, -0.035128, -0.140672], [0.282669, -0.609980, 1.034364], [-1.036109, -1.144741, 1.069455], [-1.717753, -0.342622, 0.132926], [-2.792321, 0.168138, 0.307494], [-0.700612, -0.140674, -0.988744], [2.234257, 0.572291, -1.382275], [2.420502, 0.877251, 0.361002], [1.328407, 1.876705, -0.610845], [0.840045, -0.537820, 1.958823], [-1.491746, -1.246605, 1.965600], [-0.907535, 0.738648, -1.601757], [-0.716875, -1.030454, -1.639203]],
  "forces_ev_per_a": [[0.1, 0.0, 0.0], [0.0, 0.0, 0.2], [0.2, 0.2, -0.1], [-0.1, 0.2, 0.2], [-0.4, 0.1, 0.0], [0.1, -0.5, -0.4], [-0.1, 0.1, 0.0], [-0.1, 0.0, 0.1], [-0.1, 0.0, -0.2], [0.1, -0.1, 0.0], [0.2, -0.3, -0.2], [0.0, 0.1, 0.0], [0.0, -0.1, 0.2], [0.1, 0.2, 0.2]],
  "smiles": "CC1=CNC(=O)C1",
  "charge": 0,
  "lumo_energy_ev": 0.907
}

No. 3
{
  "formula": "C5H7NO",
  "method": "ωB97M-V/def2-TZVPD",
  "symbols": ["C", "C", "C", "C", "C", "N", "O", "H", "H", "H", "H", "H", "H", "H"],
  "positions_angstrom": [[1.221875, -1.009111, 0.169778], [-0.150671, -1.159675, -0.376185], [2.375536, 1.047423, -0.528146], [-1.280411, 1.110418, 0.214232], [-1.268221, -0.367524, 0.320973], [1.823024, 0.112942, 0.023413], [-2.132291, 0.297309, -0.567544], [1.653037, -1.669043, 0.832138], [-0.039032, -0.661928, -1.360867], [-0.639604, -2.226135, -0.404029], [-1.586627, -0.821314, 1.338013], [2.384399, 2.130761, -0.225024], [-1.749938, 1.880580, 0.931542], [-0.332715, 1.511533, -0.161376]],
  "forces_ev_per_a": [[-0.8, 1.0, 0.4], [-1.7, -0.5, -0.6], [0.2, 0.9, 0.0], [0.6, 1.0, 1.4], [0.7, 0.2, 2.5], [0.2, 0.3, -0.9], [-0.4, 0.0, -0.1], [0.9, -1.5, 1.3], [-0.6, -0.8, 0.0], [1.7, 1.7, -0.4], [-0.3, 0.6, -2.0], [-0.2, -1.3, 0.2], [0.4, -1.8, -0.9], [-0.6, 0.1, -0.9]],
  "charge": 0,
  "lumo_energy_ev": 0.975
}

No. 4
{
  "formula": "C5H7NO",
  "method": "ωB97M-V/def2-TZVPD",
  "symbols": ["C", "C", "C", "C", "C", "H", "H", "H", "H", "H", "H", "H", "N", "O"],
  "positions_angstrom": [[0.671292, -0.800872, -0.112403], [-0.609221, -0.448505, -0.969187], [-0.508628, -0.566737, 0.900493], [-0.656762, 0.933879, 0.699506], [-0.947135, 1.081033, -0.585555], [2.298801, -0.022877, 0.700824], [1.478441, 0.940545, -0.457001], [0.766588, -1.905256, -0.212618], [-0.593652, -0.801588, -2.020256], [-0.444602, -1.032411, 1.942570], [-0.631727, 1.646552, 1.495916], [-1.329347, 1.978043, -1.136600], [1.907748, 0.094264, -0.204958], [-1.401792, -1.096076, -0.040729]],
  "forces_ev_per_a": [[-0.4, 0.4, -0.9], [1.1, 1.4, -2.9], [2.4, 0.2, 2.5], [-1.3, 0.7, 1.0], [0.8, -0.4, -0.5], [0.7, 1.0, 0.7], [0.2, 1.8, 0.5], [0.8, 0.8, 0.0], [-0.7, 0.3, 0.6], [-0.6, 0.8, -1.4], [-0.2, 0.4, 0.3], [0.8, -1.2, 0.4], [-2.3, -4.2, -0.7], [-1.4, -2.0, 0.5]],
  "charge": 0,
  "lumo_energy_ev": 1.049
}

No. 5
{
  "formula": "C5H7NO",
  "method": "ωB97M-V/def2-TZVPD",
  "symbols": ["O", "C", "C", "C", "C", "C", "N", "H", "H", "H", "H", "H", "H", "H"],
  "positions_angstrom": [[-0.410636, -2.157169, 1.727737], [-1.338622, -1.302987, 1.112564], [-0.767702, -0.349371, 0.101209], [0.490142, -0.116030, -0.225220], [1.115556, 0.595129, -1.247229], [0.712440, 2.022496, -1.204882], [1.975006, 1.787948, -0.809070], [0.107537, -2.568415, 1.024539], [-2.137922, -1.867039, 0.599079], [-1.831861, -0.744767, 1.917431], [1.454053, 0.108589, -2.154047], [-0.021147, 2.510979, -0.561708], [-1.540543, 0.180277, -0.469693], [2.193699, 1.900359, 0.189289]],
  "forces_ev_per_a": [[0.2, -0.1, -0.1], [-0.2, 0.2, 0.0], [0.2, 0.0, -0.1], [-0.9, -0.8, 0.6], [0.4, 0.7, -0.3], [-0.4, 0.5, -0.2], [0.5, -0.3, 0.2], [0.0, 0.0, 0.1], [0.1, 0.0, 0.1], [0.1, 0.0, -0.1], [0.0, 0.1, 0.1], [0.0, -0.1, -0.3], [0.0, 0.0, 0.0], [-0.1, -0.2, -0.1]],
  "charge": 0,
  "lumo_energy_ev": [0.203, -0.353]
}

No. 6
{
  "formula": "C5H7NO",
  "method": "ωB97M-V/def2-TZVPD",
  "symbols": ["C", "C", "N", "C", "C", "C", "O", "H", "H", "H", "H", "H", "H", "H"],
  "positions_angstrom": [[-1.706660, 0.461557, -0.306516], [-0.100106, -0.832567, 0.340555], [0.726032, -1.529997, 1.171943], [0.782035, 0.001042, 1.095845], [1.130300, 0.657283, -0.242458], [0.008250, -0.250530, -0.979754], [-0.080118, -0.634718, -2.136509], [-1.720611, 1.186435, -1.122320], [-1.819171, 0.948823, 0.663092], [-2.464583, -0.302485, -0.478643], [1.421211, -2.107148, 0.696193], [0.583895, 0.495150, 2.037989], [2.081479, 0.353619, -0.688987], [1.024857, 1.744707, -0.252999]],
  "forces_ev_per_a": [[-0.3, 0.2, 0.0], [0.1, -0.1, 0.0], [0.0, -0.3, -0.2], [-0.1, 0.4, 0.1], [0.2, 0.2, -0.1], [0.0, -0.1, -0.1], [0.0, 0.0, 0.3], [0.1, -0.1, 0.1], [0.0, -0.1, -0.1], [0.1, 0.1, 0.0], [-0.1, 0.0, 0.0], [0.0, -0.1, -0.1], [-0.1, 0.0, 0.0], [0.0, -0.2, 0.0]],
  "charge": 0,
  "lumo_energy_ev": -0.438
}

Here are the calculated energy numbers, same order: -324.6895 -324.7054 -324.5381 -324.5798 -324.4984 -324.4639 (Eh).
Here are the calculated ΔE to the lowest compared entry with this formula, charge and spin numbers, same order: 21.96 11.94 116.98 90.75 141.89 163.53 (kcal/mol).
Here are the calculated largest force on an atom numbers, same order: 0.32 0.62 2.57 4.86 1.38 0.40 (eV/Å).